The following is a DFT calculation (wB97M-V/def2-TZVPD) of 2 unconnected molecules or ions with the total composition C5H3NO at a distorted geometry.

ΔE to the lowest compared entry with this formula, charge and spin in kcal per mole: 61.04
F_max in eV Å⁻¹: 2.5

Last column: natural (NBO) charge in e.
Geometry (Å):
C (-1.112, -0.778, -0.199)  -0.1471
C (-0.619, 0.511, -0.680)  -0.3926
H (1.103, -0.908, 0.589)  0.2530
C (0.086, -0.509, 0.211)  -0.0931
H (-1.078, 1.326, -0.100)  0.1996
N (-3.026, -2.443, -0.311)  -0.2701
C (-4.326, 1.044, 1.239)  0.5129
H (-0.344, 0.552, -1.704)  0.2011
C (-2.159, -1.685, -0.301)  0.2473
O (-4.097, 1.795, 0.415)  -0.5111


The following is a DFT calculation (wB97M-V/def2-TZVPD) of 3 unconnected molecules or ions with the total composition C3H14N2O3 at a distorted geometry.

ΔE to the lowest compared entry with this formula, charge and spin in kcal per mole: 27.78
F_max in eV Å⁻¹: 4.0
SMILES: NCCNCO.O.O

Last column: natural (NBO) charge in e.
Geometry (Å):
H (3.875, -1.313, -1.363)  0.4705
C (-1.434, 1.758, 1.161)  0.1128
H (1.339, 2.216, -1.004)  0.4593
N (-0.785, 0.562, 0.666)  -0.6829
H (-0.406, -0.008, 1.426)  0.3872
C (-1.487, -0.283, -0.264)  -0.2241
H (-0.025, -2.616, 0.894)  0.3625
O (-0.439, 2.526, 1.879)  -0.7260
O (2.980, -1.577, -1.198)  -0.9633
O (1.483, 1.428, -0.550)  -0.9788
H (0.650, 1.252, -0.153)  0.4773
H (1.089, -2.366, -0.250)  0.3965
H (-1.747, 2.317, 0.224)  0.1512
H (-2.363, -0.740, 0.303)  0.1575
N (0.333, -1.893, 0.261)  -0.8720
H (-0.007, -0.995, -1.676)  0.2092
H (0.386, 2.087, 1.792)  0.4769
C (-0.570, -1.341, -0.721)  -0.2310
H (-2.279, 1.461, 1.792)  0.1506
H (-1.848, 0.392, -1.085)  0.2057
H (2.543, -0.731, -1.011)  0.4933
H (-1.287, -2.134, -1.121)  0.1675


The following is a DFT calculation (wB97M-V/def2-TZVPD) of a molecular structure, C14H16Cl3F9O2W at a distorted geometry.

ΔE to the lowest compared entry with this formula, charge and spin in kcal per mole: 59.25
F_max in eV Å⁻¹: 5.1
Multiplicity: 3
Net charge: -2
<S²>: 2.010

Last column: natural (NBO) charge in e.
Geometry (Å):
O (2.904, -3.343, -2.228)  -1.3659
C (1.314, 2.472, 0.576)  -0.1428
H (-0.394, 2.889, -3.344)  0.1999
H (3.880, 0.261, -0.267)  0.2572
C (-1.079, -4.116, 1.595)  0.9274
H (3.443, 0.727, 1.373)  0.2337
F (-3.997, -2.122, -0.546)  -0.3410
C (-3.079, -2.239, 2.376)  0.8987
Cl (0.067, 0.395, 2.529)  -0.4198
C (0.173, 2.743, -0.264)  -0.0397
H (4.305, 1.865, 0.344)  0.2007
C (1.544, 3.028, 1.954)  -0.6297
C (3.526, 1.094, 0.346)  -0.6310
F (-2.269, -1.919, 3.411)  -0.3394
F (-0.233, -3.625, 2.539)  -0.3311
H (2.056, 4.002, 1.999)  0.1995
F (-2.524, -3.483, -1.411)  -0.3310
W (0.299, 0.562, 0.174)  1.1507
Cl (-2.033, 0.567, -0.295)  -0.3494
F (-3.758, -1.125, 2.022)  -0.3417
C (1.597, 1.302, -1.434)  -0.1043
H (2.811, 1.083, -3.198)  0.1977
H (-0.387, 1.125, -3.307)  0.2347
O (-1.378, -1.977, 0.674)  -0.8097
C (-0.559, 2.017, -2.697)  -0.6356
H (2.136, 2.327, 2.558)  0.2401
C (-2.132, -2.876, 1.017)  0.2007
F (-3.980, -3.153, 2.818)  -0.3701
H (0.589, 3.148, 2.480)  0.2371
C (2.178, 0.474, -2.540)  -0.6471
H (-1.818, 3.475, -0.562)  0.2359
H (1.384, 0.042, -3.161)  0.2342
Cl (1.371, -1.426, -0.131)  -0.1414
C (-3.210, -3.198, -0.279)  0.9206
F (-4.035, -4.244, -0.020)  -0.3626
C (0.348, 2.011, -1.503)  -0.1358
F (-0.330, -4.594, 0.568)  -0.3255
C (2.206, 1.591, -0.148)  -0.1227
C (-0.971, 3.635, 0.111)  -0.6462
H (2.665, -3.982, -2.936)  0.3817
H (-1.302, 3.390, 1.124)  0.2359
H (2.774, -0.369, -2.173)  0.2954
H (-1.611, 2.009, -2.397)  0.2461
H (-0.740, 4.708, 0.107)  0.2004
F (-1.755, -5.154, 2.145)  -0.3650


What is the formula in the third record?
C14H16Cl3F9O2W


Which of these has the lowest ΔE to the lowest compared entry with this formula, charge and spin?
C3H14N2O3